1.
The following is a DFT calculation (wB97M-V/def2-TZVPD) of a 13-piece molecular cluster, C3H30NO14S overall.

The calculation puts the highest occupied orbital energy at -6.635 eV. As for the spin multiplicity: 1. As for the HOMO-LUMO gap: 0.3336 hartree. Its net charge is -1.

Atoms and positions in Å:
C 0.921 -1.081 1.122
C 2.422 -0.711 1.014
S 3.462 -2.239 1.138
N 0.114 0.073 0.582
C -0.772 -0.170 -0.490
O -0.543 -1.045 -1.354
O -1.684 0.701 -0.549
H 0.580 -1.922 0.461
H 0.670 -1.336 2.116
H 2.657 -0.301 0.025
H 2.570 0.090 1.698
H 3.828 -2.482 -0.134
H -0.290 0.554 1.406
H 2.030 3.101 0.704
H 1.471 1.633 0.630
O 2.171 2.166 1.028
H -3.158 2.218 1.880
H -2.188 1.496 0.871
O -2.236 2.024 1.696
H -0.344 -2.999 -3.892
H 1.004 -2.829 -3.257
O 0.541 -2.653 -4.084
H -2.776 3.659 0.389
H -1.643 2.913 -0.311
O -2.135 3.749 -0.316
H 0.155 -3.955 -0.380
H 1.424 -3.447 -1.082
O 0.906 -4.240 -0.918
H -0.219 2.323 2.665
H 1.114 1.888 2.855
O 0.247 1.704 3.264
H 0.578 1.842 -2.661
H 0.685 1.540 -1.289
O 1.119 2.155 -1.902
H 1.398 3.995 -1.036
H 0.786 4.719 0.177
O 1.647 4.466 -0.179
H 0.286 -0.166 -4.080
H -0.813 0.088 -3.057
O -0.316 0.524 -3.762
H -2.164 -0.333 2.561
H -1.973 -0.104 4.020
O -2.005 -0.822 3.379
H -1.575 -2.271 -1.667
H -2.601 -2.234 -2.769
O -1.999 -2.871 -2.357
H -1.000 -2.363 1.917
H -1.139 -3.791 2.362
O -1.211 -3.255 1.565

2.
The following is a DFT calculation (wB97M-V/def2-TZVPD) of C3H32O13 as an isolated structure.

The calculation puts the highest occupied orbital energy at -9.858 eV. As for the spin multiplicity: 1. As for the HOMO-LUMO gap: 0.3330 hartree.

Atoms and positions in Å:
O 0.058 2.720 -0.549
H -0.196 1.878 -0.163
H 0.942 2.985 -0.282
H 0.012 2.776 -1.506
C 0.268 -0.267 -0.848
C -0.484 0.188 0.424
C -0.177 -0.925 1.434
O -0.136 1.502 0.771
H 0.155 0.394 -1.707
H -0.130 -1.192 -1.267
H 1.351 -0.269 -0.722
H -1.550 0.154 0.199
H -0.737 -1.819 1.159
H -0.630 -0.726 2.405
H 0.842 -1.205 1.700
O 0.656 1.945 2.537
H 0.116 2.735 2.543
H 0.302 1.417 1.822
O -1.775 1.768 2.434
H -1.292 1.125 1.915
H -1.338 2.600 2.254
O -0.221 -2.315 -3.341
H 0.662 -1.961 -3.448
H -0.697 -1.634 -2.866
O 1.645 -2.444 -1.668
H 1.569 -1.550 -1.335
H 2.225 -2.883 -1.045
O 2.949 0.090 -2.574
H 2.703 -0.421 -1.803
H 2.618 0.970 -2.394
O -1.744 -2.647 -0.532
H -1.533 -2.407 0.371
H -0.981 -3.140 -0.834
O 2.895 -0.710 -0.654
H 3.743 -1.043 -0.360
H 2.587 -0.166 0.071
O -2.825 -0.244 2.543
H -2.192 -0.725 3.075
H -2.602 0.677 2.679
O -2.184 -1.254 -1.882
H -2.074 -2.139 -1.536
H -2.648 -0.782 -1.191
O 2.251 0.608 0.976
H 2.522 1.520 0.871
H 1.310 0.655 1.142
O -2.173 2.220 0.055
H -1.804 1.348 0.199
H -2.256 2.593 0.932

3.
The following is a DFT calculation (wB97M-V/def2-TZVPD) of a 13-piece molecular cluster, C3H33N2O13 overall.

The calculation puts the highest occupied orbital energy at -12.907 eV. As for the spin multiplicity: 1. As for the HOMO-LUMO gap: 0.3853 hartree. Its net charge is +1.

Atoms and positions in Å:
O -1.574 -2.787 0.534
C -0.426 -2.426 0.350
N 0.619 -3.018 1.003
C -0.029 -1.342 -0.625
N -1.117 -0.338 -0.792
C -0.607 0.935 -1.385
H 0.377 -3.587 1.797
H 1.434 -2.428 1.034
H 0.719 -0.738 -0.109
H 0.362 -1.746 -1.550
H -1.551 -0.042 0.081
H -1.838 -0.756 -1.400
H 0.420 1.159 -1.108
H -1.127 1.711 -0.841
H -0.900 1.151 -2.396
H -2.486 -3.115 -1.456
H -1.843 -2.705 -2.655
O -2.614 -2.429 -2.135
H 3.102 3.060 0.139
H 2.498 2.329 1.235
O 2.287 2.570 0.324
H -1.688 0.669 2.253
H -2.052 2.106 1.878
O -2.220 1.179 1.625
H -1.846 3.330 -3.102
H -1.950 4.343 -1.903
O -1.568 3.518 -2.205
H 2.284 -3.125 -1.357
H 3.558 -2.980 -0.516
O 2.826 -2.481 -0.892
H -1.618 -0.945 -3.922
H -0.426 -1.150 -4.741
O -0.775 -1.420 -3.882
H -4.238 0.064 -0.388
H -3.302 1.195 0.277
O -3.756 0.881 -0.521
H -0.557 0.486 4.767
H -0.920 -1.016 4.348
O -0.427 -0.222 4.137
H 1.481 -0.817 4.158
H 2.675 -1.659 3.646
O 2.343 -0.763 3.711
H 2.748 0.218 0.619
H 2.446 0.099 2.061
O 2.021 -0.046 1.202
H 0.211 2.964 0.997
H -0.728 4.186 1.302
O -0.692 3.235 1.198
H 2.931 0.876 -2.154
H 4.079 1.261 -1.225
O 3.454 0.556 -1.415

4.
The following is a DFT calculation (wB97M-V/def2-TZVPD) of a 13-piece molecular cluster, C3H34NO13 overall.

The calculation puts the highest occupied orbital energy at -12.945 eV. As for the spin multiplicity: 1. As for the HOMO-LUMO gap: 0.3845 hartree. Its net charge is +1.

Atoms and positions in Å:
C -0.064 -3.552 1.469
O 0.543 -2.464 2.157
C -0.313 -3.013 -0.017
C -1.709 -2.472 -0.103
N 0.631 -1.936 -0.351
H 0.616 -4.394 1.534
H -1.029 -3.842 1.886
H -0.138 -1.779 2.365
H -0.273 -3.954 -0.557
H -2.130 -2.258 -1.094
H -1.901 -1.572 0.490
H -2.529 -3.090 0.279
H 0.552 -1.837 -1.399
H 0.352 -1.020 0.015
H 1.620 -2.133 -0.164
H 3.546 -1.349 -0.103
H 3.775 -2.799 0.348
O 3.575 -2.260 -0.427
H -0.780 1.088 -0.977
H 0.058 1.725 0.184
O -0.488 0.953 -0.069
H 1.144 2.118 2.108
H 0.774 3.656 1.863
O 0.770 2.774 1.496
H 4.088 1.307 1.181
H 4.336 2.151 -0.164
O 3.748 1.574 0.326
H -2.207 0.840 -2.186
H -1.689 2.306 -2.444
O -2.452 1.768 -2.196
H -0.308 4.278 -2.044
H 0.794 3.884 -3.018
O 0.121 3.509 -2.440
H -3.454 1.599 1.883
H -3.705 1.025 3.238
O -3.024 1.044 2.554
H 1.087 -0.284 -3.117
H 2.196 -1.390 -2.935
O 1.283 -1.157 -2.747
H 1.570 -0.157 2.674
H 1.973 0.834 3.884
O 1.884 0.712 2.938
H -1.744 -0.353 3.023
H -0.828 0.233 1.970
O -0.825 -0.388 2.712
H -3.183 1.408 0.088
H -3.704 2.623 -0.633
O -3.695 2.209 0.235
H 0.331 2.009 -4.272
H 0.506 0.777 -5.174
O 0.301 1.047 -4.272

5.
The following is a DFT calculation (wB97M-V/def2-TZVPD) of a 14-piece molecular cluster, C3H34O13S2 overall.

The calculation puts the highest occupied orbital energy at -9.032 eV. As for the spin multiplicity: 1. As for the HOMO-LUMO gap: 0.3275 hartree.

Atoms and positions in Å:
C -0.607 -3.344 0.368
C 0.042 -4.585 0.963
S 1.395 -4.258 2.136
S 0.757 -3.485 3.967
C 1.165 -1.692 3.795
H -0.514 -2.560 1.104
H -1.623 -3.518 -0.034
H -0.106 -2.964 -0.511
H -0.811 -5.197 1.318
H 0.542 -5.229 0.208
H 0.296 -1.025 3.742
H 1.705 -1.385 4.686
H 1.622 -1.508 2.824
H 1.512 2.540 1.193
H 1.291 3.774 2.177
O 0.883 3.010 1.782
H 0.852 -0.094 1.322
H -0.373 -0.548 0.514
O 0.592 -0.514 0.491
H -3.876 1.432 -1.222
H -4.534 1.287 0.028
O -4.165 0.685 -0.635
H -2.847 3.241 -1.550
H -3.173 3.024 -3.038
O -2.979 2.525 -2.240
H -1.125 2.631 1.788
H -2.402 1.737 1.566
O -2.092 2.642 1.752
H 1.281 -1.867 -2.376
H -0.063 -1.823 -1.712
O 0.527 -1.257 -2.209
H 1.963 3.101 -1.099
H 0.790 2.465 -2.009
O 1.369 3.229 -1.844
H 3.105 -0.127 -2.081
H 4.080 0.835 -2.769
O 3.785 0.536 -1.908
H -2.040 3.760 0.524
H -1.021 3.694 -0.643
O -1.908 4.051 -0.428
H 3.433 1.224 -0.108
H 1.999 0.747 0.135
O 2.679 1.343 0.483
H -2.684 -0.076 0.137
H -2.750 -0.825 1.455
O -2.323 -0.066 1.048
H 2.482 -3.731 -2.203
H 3.447 -2.478 -1.997
O 2.703 -2.844 -2.486
H -1.449 1.639 -2.254
H -0.249 0.502 -2.238
O -0.584 1.345 -1.911

6.
The following is a DFT calculation (wB97M-V/def2-TZVPD) of a 14-piece molecular cluster, C3H34O14 overall.

The calculation puts the highest occupied orbital energy at -9.122 eV. As for the spin multiplicity: 1. As for the HOMO-LUMO gap: 0.3041 hartree.

Atoms and positions in Å:
O 2.715 1.482 -3.010
H 2.208 0.838 -2.451
H 2.208 2.304 -3.152
H 3.572 1.599 -2.555
C -0.204 1.033 0.889
C 0.462 -0.144 0.103
C -0.696 -0.998 -0.435
O 1.309 0.347 -0.884
H 0.510 1.327 1.663
H -1.024 0.690 1.525
H -0.532 1.884 0.296
H 1.061 -0.683 0.851
H -0.293 -1.905 -0.903
H -1.314 -0.509 -1.188
H -1.290 -1.327 0.420
O -0.629 1.956 -2.455
H -0.001 1.333 -2.052
H -1.492 1.521 -2.369
O 0.188 -3.942 1.729
H 0.906 -4.308 1.203
H -0.496 -3.728 1.085
O -3.183 0.981 -2.894
H -3.085 0.370 -3.634
H -4.126 0.988 -2.704
O 2.252 3.000 -0.044
H 1.734 2.178 -0.110
H 2.212 3.241 0.885
O 1.454 0.116 3.665
H 1.871 0.030 2.803
H 0.555 -0.230 3.536
O -3.317 3.153 -0.324
H -2.544 2.691 -0.667
H -3.807 2.480 0.160
O 4.233 -0.067 0.556
H 3.394 0.116 0.113
H 4.112 -0.932 0.962
O 2.227 -2.103 -2.103
H 1.625 -1.406 -1.785
H 3.042 -1.957 -1.613
O -1.305 -2.191 -4.089
H -1.089 -1.712 -3.283
H -0.649 -1.897 -4.729
O -0.744 -1.593 3.244
H -1.583 -1.680 2.779
H -0.208 -2.338 2.930
O -3.978 -2.674 1.694
H -3.605 -2.995 2.523
H -3.384 -3.007 1.013
O -0.103 2.784 4.424
H 0.101 3.597 3.953
H 0.727 2.288 4.431

7.
The following is a DFT calculation (wB97M-V/def2-TZVPD) of a 14-piece molecular cluster, C3H36NO13 overall.

The calculation puts the highest occupied orbital energy at -13.158 eV. As for the spin multiplicity: 1. As for the HOMO-LUMO gap: 0.3932 hartree. Its net charge is +1.

Atoms and positions in Å:
C -0.555 1.728 1.743
C -0.515 0.891 0.459
N 0.391 1.591 -0.497
C 0.231 1.038 -1.876
H -1.215 2.586 1.644
H -1.185 1.195 2.479
H 0.363 1.672 2.304
H -0.140 -0.062 0.827
H -1.476 0.828 -0.032
H 1.341 1.327 -0.238
H 0.275 2.610 -0.470
H 0.551 0.014 -1.895
H 0.522 1.809 -2.587
H -0.834 1.091 -2.075
H 2.057 -1.446 -1.261
H 3.467 -1.709 -0.564
O 2.735 -1.074 -0.647
H 2.816 -0.066 0.933
H 3.655 1.301 1.021
O 2.874 0.825 1.342
H -0.013 -4.564 0.779
H 0.413 -3.157 1.125
O 0.739 -3.984 0.684
H 0.617 -1.190 2.437
H -0.924 -1.490 2.147
O -0.017 -1.659 1.852
H -3.761 -0.014 -2.018
H -4.773 -0.610 -1.044
O -3.988 -0.058 -1.077
H -2.856 -0.594 0.749
H -3.581 -1.183 1.916
O -2.727 -1.239 1.455
H -1.302 4.280 -1.668
H -2.320 3.771 -0.607
O -1.576 3.510 -1.176
H 0.886 4.943 1.278
H 1.686 3.970 0.481
O 0.782 4.156 0.734
H 2.205 -0.039 3.994
H 2.301 0.516 2.540
O 1.708 0.063 3.184
H -2.277 -3.116 -0.732
H -2.642 -3.066 0.764
O -2.397 -3.667 0.038
H 3.365 1.653 -2.339
H 3.226 0.530 -1.461
O 2.970 1.463 -1.477
H 0.975 -3.323 -2.273
H 0.753 -3.099 -0.728
O 0.826 -2.661 -1.615
H -0.721 -2.074 -2.271
H -1.444 -2.425 -3.496
O -1.494 -1.791 -2.785

8.
The following is a DFT calculation (wB97M-V/def2-TZVPD) of a 15-piece molecular cluster, C3H36NO16 overall.

The calculation puts the highest occupied orbital energy at -6.585 eV. As for the spin multiplicity: 1. As for the HOMO-LUMO gap: 0.3292 hartree. Its net charge is -1.

Atoms and positions in Å:
C -1.476 1.657 0.775
C -0.075 1.688 1.421
O 0.169 0.531 2.242
N -1.406 1.266 -0.616
C -2.492 1.534 -1.563
O -3.544 0.600 -1.556
H -1.725 2.710 0.814
H -2.133 1.136 1.470
H 0.809 1.660 0.781
H 0.001 2.575 2.063
H -0.576 -0.059 2.440
H -1.129 0.302 -0.680
H -3.011 2.467 -1.358
H -1.928 1.566 -2.502
H 0.946 -2.153 -0.335
H 2.021 -1.441 0.570
O 1.917 -1.875 -0.284
H -1.359 4.355 -1.449
H -1.091 5.186 -0.180
O -1.783 4.746 -0.678
H 0.348 2.133 -2.001
H 1.687 2.293 -2.953
O 1.040 2.682 -2.375
H 2.718 0.422 -1.983
H 3.090 -0.639 -1.017
O 3.377 0.225 -1.371
H -3.566 -0.975 0.899
H -4.767 -0.029 0.553
O -4.185 -0.314 1.256
H 0.973 -0.429 -4.819
H 0.793 -0.051 -3.357
O 1.418 0.004 -4.087
H -2.005 -2.110 -0.593
H -0.452 -3.439 -0.009
O -0.599 -2.521 -0.254
H 5.104 0.106 0.712
H 3.828 0.717 0.230
O 4.385 0.642 1.038
H 3.319 -0.632 2.293
H 1.912 -0.920 2.838
O 2.814 -1.260 2.830
H 2.620 -4.188 0.529
H 2.093 -3.886 -0.768
O 2.653 -4.562 -0.363
H 1.092 0.578 4.425
H 2.377 0.804 3.966
O 1.945 0.809 4.837
H -0.530 -1.121 -1.596
H -1.064 -1.817 -2.864
O -0.914 -0.962 -2.472
H -2.266 -1.487 2.069
H -0.799 -1.911 1.507
O -1.337 -1.595 2.262
H -3.637 -2.444 -1.024
H -3.253 -0.319 -1.527
O -3.014 -1.943 -0.510

9.
The following is a DFT calculation (wB97M-V/def2-TZVPD) of a 15-piece molecular cluster, C3H37NO14 overall.

The calculation puts the highest occupied orbital energy at -8.985 eV. As for the spin multiplicity: 1. As for the HOMO-LUMO gap: 0.3390 hartree.

Atoms and positions in Å:
C 0.024 0.277 -0.170
C -1.431 0.001 0.158
C -1.955 0.965 1.210
N -2.273 0.080 -1.050
H 0.632 0.344 0.731
H 0.452 -0.476 -0.839
H 0.179 1.227 -0.688
H -1.500 -1.016 0.562
H -3.025 0.818 1.359
H -1.435 0.837 2.159
H -1.790 2.008 0.919
H -1.693 -0.052 -1.872
H -2.689 1.001 -1.134
H 0.500 -0.144 4.011
H -0.125 1.138 4.598
O 0.682 0.811 4.176
H 0.091 -2.236 2.844
H 0.231 -2.464 4.334
O -0.066 -1.789 3.718
H 0.163 4.321 0.328
H 0.576 2.948 0.947
O 0.030 3.371 0.229
H 1.264 1.688 -2.228
H 0.366 2.697 -1.427
O 0.532 2.322 -2.318
H 1.820 -0.454 -2.234
H 3.063 0.345 -2.697
O 2.369 0.354 -2.020
H -0.015 -3.120 0.716
H 1.452 -2.940 1.223
O 0.553 -3.230 1.506
H 1.263 1.855 2.860
H 2.240 1.753 1.677
O 1.648 2.381 2.120
H -1.767 0.494 -3.629
H -0.425 1.140 -3.162
O -0.835 0.298 -3.486
H 3.178 -1.403 0.870
H 3.672 -2.478 1.842
O 3.171 -2.374 1.025
H -4.029 -2.515 -1.650
H -3.274 -1.378 -0.905
O -3.498 -2.359 -0.856
H 4.169 0.642 0.471
H 2.893 0.341 -0.369
O 3.263 0.322 0.550
H -1.819 -2.878 -0.822
H -0.962 -4.153 -1.027
O -0.882 -3.205 -0.882
H 0.328 -2.119 -2.432
H 0.137 -0.875 -3.351
O 0.822 -1.478 -2.989
H -1.664 2.896 -0.316
H -2.177 2.845 -1.740
O -2.436 2.615 -0.848

Listing ΔE to the lowest compared entry with this formula, charge and spin for the structures above in their given order: 50.07; 471.89; 17.02; 0.00; 0.00; 78.05; 0.00; 50.87; 0.00 kcal per mole.